Entry from the Open Molecules 2025 dataset: a structure of composition C27H30BrNOTl (the ωB97M-V functional and the def2-TZVPD basis).

Geometry as XYZ:
```
61
Properties=species:S:1:pos:R:3:lowdin_charge:R:1
Tl 0.2211 -1.3006 -2.8326 0.6848
C -4.8363 4.6773 -0.5948 -0.0535
C -3.4499 4.9135 0.0259 -0.5603
C -3.6502 5.2071 1.5154 -0.0726
C -2.7828 6.1453 -0.6063 -0.0552
C -2.5746 3.6898 -0.2227 -0.2004
C -2.2669 3.3333 -1.5299 -0.1221
C -1.4964 2.2255 -1.7681 -0.5536
Br -1.0656 1.8441 -3.6002 0.6421
C -0.9916 1.3353 -0.7855 -0.4350
O -0.3701 0.2763 -1.1191 -0.3569
C -1.2620 1.7593 0.5554 -0.0909
C -2.0332 2.8891 0.7790 -0.0087
C -0.7252 1.0227 1.7884 -0.5303
C 0.1370 -0.2020 1.4702 -0.0702
C 0.1552 1.9816 2.6117 -0.0543
C -1.9006 0.5353 2.6546 -0.0541
H -5.4828 5.5454 -0.4613 0.0750
H -5.3102 3.8240 -0.1135 0.0852
H -4.7692 4.4616 -1.6576 0.0737
H -4.2751 6.0922 1.6388 0.0779
H -2.6947 5.3934 2.0003 0.0817
H -4.1411 4.3716 2.0091 0.0808
H -3.3837 7.0427 -0.4578 0.0751
H -2.6248 6.0152 -1.6730 0.0711
H -1.8101 6.3058 -0.1459 0.0863
H -2.6224 3.9099 -2.3718 0.0900
H -2.2203 3.1609 1.8069 0.0877
H 0.9934 0.0668 0.8609 0.0843
H -0.4285 -0.9467 0.9209 0.0730
H 0.4966 -0.6499 2.3993 0.0806
H 1.0147 2.2873 2.0200 0.0869
H 0.5225 1.4836 3.5095 0.0758
H -0.3823 2.8759 2.9174 0.0669
H -2.5005 -0.1757 2.0915 0.0856
H -2.5466 1.3525 2.9662 0.0669
H -1.5316 0.0344 3.5499 0.0758
N 1.6613 -2.2792 -1.3998 -0.0799
C 2.3393 -3.2761 -1.0866 -0.4173
C 3.8347 -3.1980 -1.0495 -0.1815
C 4.5859 -3.7382 -0.0096 -0.0486
C 5.9356 -3.4492 0.1073 -0.1042
C 6.5604 -2.6380 -0.8269 -0.1163
C 5.8317 -2.1319 -1.8937 -0.0967
C 4.4830 -2.4076 -1.9982 -0.0407
C 1.6709 -4.5843 -0.7864 -0.1751
C 0.3584 -4.5715 -0.3166 -0.0427
C -0.3688 -5.7398 -0.2073 -0.0938
C 0.1994 -6.9471 -0.5909 -0.1171
C 1.4981 -6.9744 -1.0692 -0.1048
C 2.2328 -5.8019 -1.1596 -0.0466
H 4.0988 -4.3657 0.7265 0.1114
H 6.5036 -3.8492 0.9393 0.0930
H 7.6119 -2.4005 -0.7249 0.0901
H 6.3182 -1.5058 -2.6313 0.0951
H 3.8959 -1.9965 -2.8074 0.0995
H -0.0795 -3.6175 -0.0592 0.0986
H -1.3886 -5.7174 0.1549 0.0963
H -0.3756 -7.8626 -0.5272 0.0903
H 1.9372 -7.9128 -1.3894 0.0932
H 3.2441 -5.8185 -1.5457 0.1088
```

Computed properties:
Spin multiplicity ... 1
Orbital gap ... 0.2501 hartree
Maximum force ... 0.6 eV/Å
LUMO level ... 2.635 eV
HOMO ... -4.17 eV
Total charge ... -1
Total energy ... -3923.40257 hartree

Entry from the Open Molecules 2025 dataset: a structure of composition C6H14O3Sr at a distorted geometry (the ωB97M-V functional and the def2-TZVPD basis).

Geometry as XYZ:
```
24
Properties=species:S:1:pos:R:3:lowdin_charge:R:1
H -1.3075 1.3223 -1.5744 0.0681
C -2.1714 0.5679 -2.1290 -0.0135
H -2.5831 -0.4334 -2.3158 0.0605
H -1.9126 0.8489 -3.1570 0.0314
H -3.0169 1.0221 -1.5952 0.0395
C 0.6694 2.2632 -0.6953 0.2168
O 1.5321 1.5237 -0.1155 -0.0005
C 1.4093 1.2362 1.3134 -0.0459
C 1.7936 -0.1954 1.5891 -0.1334
O 1.1584 -1.1126 0.7191 -0.3778
C 0.0678 -1.9580 1.1397 -0.1417
C -1.0020 -1.8537 0.0571 -0.3022
O -0.5389 -1.6525 -1.2517 -0.6532
H -0.1362 2.6885 -0.0832 0.1525
H 0.9828 2.6372 -1.6755 0.1609
H 0.3696 1.4338 1.6046 0.1570
H 2.0977 1.9233 1.8187 0.1728
H 1.4982 -0.4454 2.6173 0.1653
H 2.8677 -0.3208 1.4082 0.1549
H -0.3301 -1.6229 2.1065 0.1475
H 0.4629 -2.9729 1.2793 0.1442
H -1.5163 -0.9033 0.2972 0.1114
H -1.7219 -2.6797 0.1847 0.1438
Sr 1.3274 -1.3165 -1.5423 1.7417
```

Computed properties:
Spin multiplicity ... 1
Energy relative to the best compared isomer or geometry (same formula, charge and spin) ... 2.369 eV
Orbital gap ... 0.2297 hartree
Maximum force ... 5.6 eV/Å
LUMO level ... -10.089 eV
HOMO ... -16.34 eV
Total charge ... +2
Total energy ... -492.67582 hartree

Entry from the Open Molecules 2025 dataset: the molecule C23H31FN2O3S at a distorted geometry (the ωB97M-V functional and the def2-TZVPD basis).

Geometry as XYZ:
```
61
Properties=species:S:1:pos:R:3:lowdin_charge:R:1
C 6.8579 2.2532 5.9280 -0.1048
C 6.2251 1.6966 4.6581 -0.2269
C 4.8298 2.2811 4.3885 -0.3919
C 4.9216 3.6905 3.7889 -0.0439
N 4.0470 1.3355 3.6007 -0.2032
C 4.4943 1.1495 2.2362 -0.0720
C 2.6142 1.5618 3.6445 -0.1627
C 1.8643 0.2981 3.3106 -0.2049
C 2.2845 -0.9120 3.8452 -0.0352
C 1.5948 -2.0716 3.5489 -0.0627
C 0.4818 -2.0285 2.7286 -0.0425
C 0.0390 -0.8247 2.1874 -0.1348
C -1.1964 -0.8355 1.2955 -0.4603
O -2.2885 -1.4354 1.9839 0.0098
C -1.6720 0.5656 0.8869 -0.0930
C -2.8844 0.4519 -0.0354 -0.1771
N -2.5754 -0.3151 -1.2248 -0.2297
S -1.6965 0.4968 -2.3964 0.6813
O -2.1336 1.8610 -2.4011 -0.2752
O -0.2821 0.2421 -2.3253 -0.2843
C -2.3391 -0.3206 -3.8581 -0.2789
C -3.6816 -0.1689 -4.1510 -0.0440
C -4.2115 -0.7922 -5.2666 0.0115
C -3.3689 -1.5557 -6.0594 -0.2664
F -3.8787 -2.1677 -7.1438 0.0680
C -2.0224 -1.7119 -5.7766 0.0087
C -1.5066 -1.0806 -4.6570 -0.0487
C -2.0780 -1.6405 -0.9304 -0.1752
C -0.8685 -1.6214 0.0057 -0.0853
C 0.7478 0.3308 2.4869 0.0294
H 6.2318 2.0427 6.7924 0.0730
H 7.8323 1.7986 6.0928 0.0692
H 6.9948 3.3295 5.8572 0.0646
H 6.1225 0.6141 4.7529 0.1125
H 6.8851 1.9018 3.8134 0.1041
H 4.3145 2.3539 5.3548 0.1364
H 5.4154 4.3608 4.4868 0.0714
H 5.4902 3.6795 2.8622 0.0753
H 3.9282 4.0847 3.5860 0.0728
H 4.2863 2.0164 1.5916 0.0901
H 5.5618 0.9465 2.2236 0.0828
H 3.9744 0.2873 1.8182 0.0886
H 2.2921 2.3674 2.9612 0.1213
H 2.3451 1.8609 4.6634 0.1332
H 3.1579 -0.9297 4.4778 0.1135
H 1.9218 -3.0166 3.9575 0.1042
H -0.0349 -2.9536 2.5063 0.1101
H -1.9696 -2.2160 2.4492 0.0901
H -0.8787 1.0795 0.3434 0.1211
H -1.9447 1.1316 1.7777 0.1343
H -3.2029 1.4391 -0.3700 0.1151
H -3.7048 -0.0482 0.4849 0.1314
H -4.2896 0.4414 -3.5036 0.1207
H -5.2529 -0.6962 -5.5297 0.1218
H -1.4035 -2.3122 -6.4243 0.1215
H -0.4639 -1.1610 -4.3927 0.1162
H -1.8174 -2.1113 -1.8809 0.1193
H -2.8967 -2.1994 -0.4663 0.1327
H -0.0322 -1.1353 -0.4966 0.1152
H -0.5852 -2.6477 0.2461 0.1220
H 0.4376 1.2798 2.0797 0.1103
```

Computed properties:
Spin multiplicity ... 1
Energy relative to the best compared isomer or geometry (same formula, charge and spin) ... 0.185 eV
Orbital gap ... 0.3344 hartree
Maximum force ... 1.1 eV/Å
LUMO level ... 0.669 eV
SMILES ... CC[C@@H](C)N(C)Cc1cccc(C2(O)CCN(S(=O)(=O)c3ccc(F)cc3)CC2)c1
HOMO ... -8.43 eV
Total charge ... 0
Total energy ... -1728.29904 hartree

Entry from the Open Molecules 2025 dataset: a cluster of 4 separate species, C22H53BFN2O11 in total at a distorted geometry (the ωB97M-V functional and the def2-TZVPD basis).

Geometry as XYZ:
```
90
Properties=species:S:1:pos:R:3:lowdin_charge:R:1
C 4.9524 -7.8034 -0.3956 -0.0505
N 5.0900 -6.3641 -0.0906 -0.0365
C 6.0517 -5.7571 -1.0404 -0.0265
B 3.8827 -5.6728 -0.0162 -0.6202
O 3.7706 -4.3367 -0.1708 0.2346
N 2.5604 -6.4416 0.3195 0.2047
C 1.8286 -6.9208 -0.9098 -0.0006
C 0.4550 -6.2950 -1.0003 -0.5288
O -0.3871 -6.5648 -0.2997 0.2721
F 0.2988 -5.4020 -1.9371 0.1786
H 4.3025 -7.9985 -1.2530 0.0864
H 4.5963 -8.3716 0.4662 0.0968
H 5.9079 -8.2416 -0.6601 0.1034
H 7.0544 -5.9267 -0.6547 0.1020
H 5.9400 -4.6825 -1.1429 0.0922
H 5.9887 -6.1994 -2.0339 0.1019
H 2.8581 -4.0229 -0.1126 0.1184
H 1.9263 -5.8065 0.8102 0.1805
H 2.7469 -7.2105 0.9653 0.1786
H 1.6507 -7.9838 -0.7873 0.1537
H 2.4123 -6.8277 -1.8200 0.1438
C -1.4581 1.3725 -0.1354 -0.0964
O -0.4050 1.0723 -1.0331 -0.2009
C 0.8731 1.0682 -0.4186 -0.1919
C 1.7430 -0.0352 -0.9836 -0.1706
O 1.3663 -1.3520 -0.5843 -0.1402
C 0.1741 -1.9011 -1.1331 -0.1812
C 0.2502 -2.2289 -2.6129 -0.2196
O 0.1826 -1.0631 -3.4060 -0.1883
C 0.9508 -1.1443 -4.5895 -0.1014
H -1.4437 2.4323 0.1362 0.0863
H -2.3983 1.1438 -0.6349 0.0909
H -1.3943 0.7542 0.7666 0.0849
H 0.7925 0.9449 0.6664 0.1281
H 1.3449 2.0364 -0.6300 0.1217
H 2.7497 0.1086 -0.5833 0.1290
H 1.8272 0.0393 -2.0679 0.1190
H -0.6886 -1.2731 -0.9105 0.1220
H 0.0261 -2.8445 -0.5964 0.1099
H -0.6090 -2.8616 -2.8757 0.1278
H 1.1734 -2.7913 -2.8039 0.1142
H 1.9775 -1.4595 -4.3709 0.0857
H 0.9888 -0.1485 -5.0274 0.0930
H 0.4903 -1.8330 -5.3051 0.0906
C 1.1431 9.2274 0.0175 -0.1100
O 1.9418 8.2327 -0.5898 -0.1995
C 2.7002 7.4752 0.3387 -0.1989
C 2.7733 6.0164 -0.0672 -0.1820
O 1.5610 5.2915 0.0968 -0.1315
C 0.4878 5.5610 -0.7993 -0.1742
C 0.7385 5.1022 -2.2255 -0.1970
O 1.6499 5.9657 -2.8824 -0.1970
C 2.4819 5.2984 -3.8061 -0.1116
H 1.7617 10.0546 0.3804 0.0891
H 0.4511 9.6025 -0.7354 0.0891
H 0.5558 8.8115 0.8436 0.0870
H 2.2767 7.5474 1.3459 0.1242
H 3.7178 7.8867 0.3530 0.1283
H 3.4876 5.5311 0.6036 0.1264
H 3.1690 5.9038 -1.0771 0.1160
H 0.2002 6.6120 -0.7658 0.1183
H -0.3583 4.9898 -0.4093 0.1191
H -0.2080 5.1297 -2.7812 0.1306
H 1.1061 4.0696 -2.2101 0.1130
H 2.9636 4.4283 -3.3445 0.0839
H 3.2619 5.9944 -4.1118 0.0900
H 1.9128 4.9878 -4.6886 0.0886
C -8.3133 -0.0290 3.1984 -0.1079
O -7.0579 -0.6756 3.1358 -0.2005
C -6.5218 -0.7378 1.8251 -0.1997
C -5.0186 -0.5375 1.8322 -0.1861
O -4.5944 0.7907 2.1066 -0.1319
C -4.7455 1.2760 3.4372 -0.1746
C -3.8338 0.6212 4.4568 -0.1983
O -4.2741 -0.6878 4.7797 -0.1979
C -3.2165 -1.5763 5.0608 -0.1170
H -9.0979 -0.6614 2.7706 0.0891
H -8.5379 0.1582 4.2476 0.0896
H -8.2867 0.9346 2.6783 0.0879
H -6.9811 0.0136 1.1746 0.1255
H -6.7411 -1.7355 1.4221 0.1274
H -4.6609 -0.7460 0.8196 0.1230
H -4.5248 -1.2548 2.4895 0.1153
H -5.7876 1.2342 3.7537 0.1180
H -4.4727 2.3324 3.3848 0.1285
H -3.8527 1.2180 5.3778 0.1297
H -2.8098 0.6105 4.0662 0.1218
H -2.4626 -1.5552 4.2645 0.0817
H -3.6330 -2.5822 5.1067 0.0881
H -2.7518 -1.3370 6.0230 0.0891
```

Computed properties:
Spin multiplicity ... 1
Orbital gap ... 0.2433 hartree
Maximum force ... 6.1 eV/Å
LUMO level ... -3.657 eV
HOMO ... -10.28 eV
Total charge ... +1
Total energy ... -1931.54910 hartree

Question: total charge of number 1 (C27H30BrNOTl)?
Answer: -1

What did the first record say?
Entry from the Open Molecules 2025 dataset: a structure of composition C27H30BrNOTl (the ωB97M-V functional and the def2-TZVPD basis).

Geometry as XYZ:
```
61
Properties=species:S:1:pos:R:3:lowdin_charge:R:1
Tl 0.2211 -1.3006 -2.8326 0.6848
C -4.8363 4.6773 -0.5948 -0.0535
C -3.4499 4.9135 0.0259 -0.5603
C -3.6502 5.2071 1.5154 -0.0726
C -2.7828 6.1453 -0.6063 -0.0552
C -2.5746 3.6898 -0.2227 -0.2004
C -2.2669 3.3333 -1.5299 -0.1221
C -1.4964 2.2255 -1.7681 -0.5536
Br -1.0656 1.8441 -3.6002 0.6421
C -0.9916 1.3353 -0.7855 -0.4350
O -0.3701 0.2763 -1.1191 -0.3569
C -1.2620 1.7593 0.5554 -0.0909
C -2.0332 2.8891 0.7790 -0.0087
C -0.7252 1.0227 1.7884 -0.5303
C 0.1370 -0.2020 1.4702 -0.0702
C 0.1552 1.9816 2.6117 -0.0543
C -1.9006 0.5353 2.6546 -0.0541
H -5.4828 5.5454 -0.4613 0.0750
H -5.3102 3.8240 -0.1135 0.0852
H -4.7692 4.4616 -1.6576 0.0737
H -4.2751 6.0922 1.6388 0.0779
H -2.6947 5.3934 2.0003 0.0817
H -4.1411 4.3716 2.0091 0.0808
H -3.3837 7.0427 -0.4578 0.0751
H -2.6248 6.0152 -1.6730 0.0711
H -1.8101 6.3058 -0.1459 0.0863
H -2.6224 3.9099 -2.3718 0.0900
H -2.2203 3.1609 1.8069 0.0877
H 0.9934 0.0668 0.8609 0.0843
H -0.4285 -0.9467 0.9209 0.0730
H 0.4966 -0.6499 2.3993 0.0806
H 1.0147 2.2873 2.0200 0.0869
H 0.5225 1.4836 3.5095 0.0758
H -0.3823 2.8759 2.9174 0.0669
H -2.5005 -0.1757 2.0915 0.0856
H -2.5466 1.3525 2.9662 0.0669
H -1.5316 0.0344 3.5499 0.0758
N 1.6613 -2.2792 -1.3998 -0.0799
C 2.3393 -3.2761 -1.0866 -0.4173
C 3.8347 -3.1980 -1.0495 -0.1815
C 4.5859 -3.7382 -0.0096 -0.0486
C 5.9356 -3.4492 0.1073 -0.1042
C 6.5604 -2.6380 -0.8269 -0.1163
C 5.8317 -2.1319 -1.8937 -0.0967
C 4.4830 -2.4076 -1.9982 -0.0407
C 1.6709 -4.5843 -0.7864 -0.1751
C 0.3584 -4.5715 -0.3166 -0.0427
C -0.3688 -5.7398 -0.2073 -0.0938
C 0.1994 -6.9471 -0.5909 -0.1171
C 1.4981 -6.9744 -1.0692 -0.1048
C 2.2328 -5.8019 -1.1596 -0.0466
H 4.0988 -4.3657 0.7265 0.1114
H 6.5036 -3.8492 0.9393 0.0930
H 7.6119 -2.4005 -0.7249 0.0901
H 6.3182 -1.5058 -2.6313 0.0951
H 3.8959 -1.9965 -2.8074 0.0995
H -0.0795 -3.6175 -0.0592 0.0986
H -1.3886 -5.7174 0.1549 0.0963
H -0.3756 -7.8626 -0.5272 0.0903
H 1.9372 -7.9128 -1.3894 0.0932
H 3.2441 -5.8185 -1.5457 0.1088
```

Computed properties:
Spin multiplicity ... 1
Orbital gap ... 0.2501 hartree
Maximum force ... 0.6 eV/Å
LUMO level ... 2.635 eV
HOMO ... -4.17 eV
Total charge ... -1
Total energy ... -3923.40257 hartree

Question: orbital gap of number 4 (C22H53BFN2O11)?
Answer: 0.2433 hartree